No. 1
Below is 2 unconnected molecules or ions with the total composition C2H4NP in a non-equilibrium geometry, with properties calculated with ωB97M-V/def2-TZVPD.

Each line ends with the natural charge from an NBO analysis.
Element x y z (Å)
C1 1.079 -0.509 -0.147  0.03
C2 -0.239 -0.800 -0.423  -0.69
N1 2.001 -1.060 0.492  -0.60
P1 2.607 0.391 -0.207  0.57
H1 -0.879 -0.785 0.543  0.27
H2 -0.191 -1.889 -0.972  0.26
H3 -0.601 -0.019 -1.053  0.24
H4 1.730 2.731 1.449  -0.08

As for the charge: 0. For the molecular weight, the calculation gives 73.0 g mol⁻¹. The relative energy (zero: lowest compared OMol25 entry of this formula, charge and spin) is 4.4168 eV. The frontier orbital gap (spin up / spin down) comes out at 7.1399 / 9.3700 eV.

***

No. 2
Below is a molecular structure, C28H21N7O2S3TeTl in a non-equilibrium geometry, with properties calculated with ωB97M-V/def2-TZVPD.

Each line ends with the Mulliken charge.
Element x y z (Å)
Tl1 -2.320 -2.382 0.264  0.32
S1 -2.891 2.408 0.479  -0.21
C1 -3.851 1.622 -0.710  -0.66
C2 -3.717 0.289 -0.695  -0.52
C3 -2.715 -0.194 0.196  -0.17
C4 -2.168 0.793 0.930  0.78
C5 -1.051 0.773 1.866  0.68
C6 -0.432 1.931 2.310  -0.89
C7 0.763 1.889 2.927  -0.38
C8 1.330 0.675 3.214  -0.47
C9 0.718 -0.450 2.715  -0.18
N1 -0.457 -0.422 2.051  -0.08
H1 -4.500 2.253 -1.225  0.53
H2 -4.145 -0.392 -1.402  0.45
H3 -0.864 2.906 2.183  0.30
H4 1.243 2.779 3.295  0.39
H5 2.361 0.550 3.583  0.30
H6 1.233 -1.452 2.764  0.31
N2 4.042 -2.346 1.060  -0.23
C10 4.245 -1.057 1.014  0.24
N3 5.159 -0.502 1.865  -0.75
C11 5.308 0.821 1.735  0.55
N4 6.234 1.461 2.485  -0.46
N5 4.567 1.614 0.988  -0.71
C12 3.668 0.963 0.214  0.14
N6 3.516 -0.302 0.112  -0.14
C13 2.739 1.783 -0.669  0.54
C14 3.227 2.571 -1.702  -0.73
C15 2.345 3.303 -2.449  -0.61
C16 0.965 3.114 -2.192  -0.94
C17 0.568 2.203 -1.222  0.16
N7 1.435 1.572 -0.398  0.44
H7 4.656 -2.788 1.763  0.22
H8 3.268 -2.848 0.519  0.44
H9 6.640 0.910 3.221  0.24
H10 6.124 2.438 2.639  0.25
H11 4.298 2.558 -1.904  0.46
H12 2.673 3.904 -3.290  0.36
H13 0.294 3.445 -2.891  0.51
H14 -0.492 1.877 -1.165  0.10
O1 1.950 -3.103 -0.519  -0.93
C18 0.799 -2.652 -0.551  0.53
O2 -0.033 -2.771 0.402  -0.60
C19 0.355 -1.974 -1.821  0.56
C20 1.210 -0.968 -2.268  -0.41
C21 0.868 -0.231 -3.384  -0.44
C22 -0.323 -0.391 -4.055  -0.79
C23 -1.204 -1.371 -3.642  -0.73
C24 -0.843 -2.189 -2.480  0.43
S2 -2.070 -3.446 -2.036  -0.40
H15 2.129 -0.709 -1.676  0.44
H16 1.521 0.571 -3.785  0.35
H17 -0.485 0.212 -4.914  0.47
H18 -2.074 -1.641 -4.303  0.30
Te1 -3.702 -4.112 1.898  -0.10
C25 -5.375 -2.849 1.563  -0.22
C26 -5.715 -2.182 0.429  -0.37
C27 -6.783 -1.244 0.552  -0.75
C28 -7.317 -1.316 1.801  -0.35
S3 -6.491 -2.418 2.807  -0.18
H19 -5.228 -2.231 -0.503  0.79
H20 -7.139 -0.627 -0.194  0.47
H21 -8.063 -0.631 2.200  0.35

As for the charge: -1. For the molecular weight, the calculation gives 915.7 g mol⁻¹. The relative energy (zero: lowest compared OMol25 entry of this formula, charge and spin) is 0.1898 eV. The frontier orbital gap comes out at 7.2583 eV.

***

No. 3
Below is 2 unconnected molecules or ions with the total composition CH3ClN2O2 in a non-equilibrium geometry, with properties calculated with ωB97M-V/def2-TZVPD.

Each line ends with the natural charge from an NBO analysis.
Element x y z (Å)
C1 -1.839 -1.139 0.007  -0.06
N1 -0.972 -0.281 0.085  -0.38
Cl1 -1.389 1.376 -0.514  0.05
H1 -1.788 -2.184 0.340  0.20
H2 -2.899 -1.088 -0.170  0.18
O1 3.540 0.982 -0.649  -0.29
N2 2.465 0.581 -0.483  0.34
O2 1.880 1.061 0.632  -0.55
H3 1.002 0.691 0.752  0.50

As for the charge: 0. For the molecular weight, the calculation gives 110.5 g mol⁻¹. Its SMILES is C=NCl.O=NO. The relative energy (zero: lowest compared OMol25 entry of this formula, charge and spin) is 2.4160 eV. The frontier orbital gap comes out at 9.9887 eV.

***

No. 4
Below is a molecular structure, C27H20FeIN5O4S2 in a non-equilibrium geometry, with properties calculated with ωB97M-V/def2-TZVPD.

Each line ends with the natural charge from an NBO analysis.
Element x y z (Å)
Fe1 -0.047 -0.234 0.429  1.18
O1 3.024 2.259 -0.188  -0.50
C1 2.274 1.384 0.143  0.65
N1 0.883 1.394 0.159  -0.69
C2 0.175 2.562 0.002  0.64
O2 0.603 3.688 -0.028  -0.52
C3 -1.307 2.285 -0.039  0.12
C4 -2.213 3.324 -0.099  -0.19
C5 -3.563 3.022 -0.149  -0.12
C6 -3.944 1.689 -0.149  -0.23
C7 -2.972 0.709 -0.079  0.07
N2 -1.667 0.992 -0.016  -0.45
C8 2.754 0.035 0.601  0.11
C9 4.088 -0.309 0.666  -0.19
C10 4.413 -1.590 1.083  -0.12
C11 3.396 -2.472 1.422  -0.22
C12 2.083 -2.049 1.331  0.08
N3 1.776 -0.811 0.937  -0.41
H1 -1.831 4.335 -0.112  0.27
H2 -4.305 3.808 -0.194  0.24
H3 -4.983 1.399 -0.205  0.24
H4 -3.252 -0.333 -0.088  0.21
H5 4.828 0.424 0.375  0.27
H6 5.447 -1.904 1.135  0.24
H7 3.609 -3.484 1.734  0.24
H8 1.256 -2.708 1.559  0.22
C13 1.222 1.734 3.257  -0.68
C14 0.183 0.672 3.401  0.12
N4 -0.336 -0.091 2.461  -0.49
C15 -1.241 -0.998 2.990  0.18
C16 -1.422 -0.909 4.328  -0.44
S1 -0.430 0.326 4.955  0.55
C17 -1.812 -1.948 2.047  0.07
C18 -2.653 -2.987 2.267  -0.42
S2 -2.985 -3.756 0.783  0.54
C19 -1.978 -2.664 -0.061  0.13
N5 -1.430 -1.768 0.735  -0.50
C20 -1.838 -2.800 -1.538  -0.67
H9 1.142 2.248 2.306  0.26
H10 2.217 1.292 3.332  0.25
H11 1.119 2.467 4.055  0.25
H12 -2.064 -1.506 4.953  0.27
H13 -3.074 -3.326 3.198  0.26
H14 -2.676 -3.372 -1.936  0.23
H15 -0.906 -3.317 -1.770  0.28
H16 -1.801 -1.825 -2.014  0.26
I1 4.714 2.534 -5.189  0.19
C21 3.575 1.159 -4.121  -0.14
C22 4.112 -0.086 -3.809  -0.25
C23 3.359 -0.989 -3.081  -0.17
C24 2.080 -0.651 -2.648  -0.14
C25 1.546 0.587 -2.988  -0.19
C26 2.288 1.494 -3.726  -0.23
C27 1.329 -1.630 -1.811  0.78
O3 1.651 -2.800 -1.734  -0.61
O4 0.301 -1.170 -1.126  -0.76
H17 5.109 -0.345 -4.139  0.23
H18 3.753 -1.966 -2.833  0.24
H19 0.541 0.842 -2.675  0.22
H20 1.872 2.459 -3.981  0.23

As for the charge: +1. Its multiplicity is 2. For the molecular weight, the calculation gives 725.4 g mol⁻¹. The relative energy (zero: lowest compared OMol25 entry of this formula, charge and spin) is 0.2020 eV. The frontier orbital gap (spin up / spin down) comes out at 7.4115 / 7.0269 eV.

***

No. 5
Below is a molecular structure, C25H24BBr2N9OV, with properties calculated with ωB97M-V/def2-TZVPD.

Each line ends with the natural charge from an NBO analysis.
Element x y z (Å)
V1 0.819 0.289 -0.309  1.74
C1 1.740 -3.125 -0.385  -0.64
C2 0.437 -2.742 0.227  0.23
C3 -0.627 -3.548 0.620  -0.33
C4 -1.608 -2.684 1.068  0.06
N1 -1.147 -1.432 0.976  -0.33
N2 0.119 -1.461 0.466  -0.43
B1 -1.808 -0.045 1.187  0.91
N3 -0.802 0.825 2.005  -0.32
C5 -0.976 1.285 3.248  0.05
C6 0.174 1.940 3.637  -0.33
C7 1.042 1.837 2.554  0.20
C8 2.424 2.391 2.464  -0.65
N4 0.447 1.153 1.564  -0.44
N5 -1.999 0.621 -0.216  -0.33
C9 -3.107 0.703 -0.962  0.04
C10 -2.777 1.239 -2.191  -0.32
C11 -1.400 1.438 -2.154  0.24
C12 -0.481 1.923 -3.221  -0.65
N6 -0.943 1.073 -0.948  -0.42
N7 -3.117 -0.100 1.914  -0.41
C13 -3.996 0.930 2.069  -0.04
C14 -4.861 0.590 3.070  -0.33
C15 -4.433 -0.688 3.503  0.16
C16 -5.033 -1.548 4.569  -0.64
N8 -3.374 -1.084 2.820  -0.30
H1 2.046 -4.109 -0.037  0.25
H2 2.522 -2.411 -0.122  0.22
H3 1.650 -3.157 -1.472  0.25
H4 -0.673 -4.622 0.585  0.25
H5 -2.583 -2.870 1.482  0.26
H6 -1.901 1.116 3.776  0.25
H7 0.365 2.432 4.575  0.25
H8 2.644 2.944 3.373  0.25
H9 2.524 3.082 1.626  0.22
H10 3.168 1.599 2.373  0.22
H11 -4.061 0.379 -0.580  0.25
H12 -3.440 1.451 -3.011  0.25
H13 -0.997 2.620 -3.878  0.25
H14 -0.128 1.084 -3.822  0.25
H15 0.383 2.432 -2.791  0.22
H16 -3.928 1.824 1.471  0.23
H17 -5.694 1.164 3.441  0.24
H18 -5.807 -1.005 5.107  0.23
H19 -4.273 -1.872 5.279  0.23
H20 -5.482 -2.442 4.134  0.23
Br1 0.346 -2.303 -4.651  0.12
C17 1.828 -1.322 -4.046  -0.14
C18 2.997 -1.232 -4.825  -0.21
C19 4.081 -0.520 -4.393  -0.11
Br2 5.626 -0.434 -5.477  0.10
C20 4.049 0.147 -3.148  -0.04
C21 5.088 0.913 -2.583  -0.08
C22 4.914 1.506 -1.359  -0.26
C23 3.707 1.350 -0.678  0.09
N9 2.701 0.637 -1.169  -0.55
C24 2.866 0.040 -2.391  0.10
C25 1.736 -0.694 -2.820  0.28
O1 0.706 -0.711 -2.017  -0.78
H21 3.031 -1.738 -5.780  0.26
H22 6.019 1.027 -3.123  0.25
H23 5.699 2.098 -0.911  0.24
H24 3.558 1.814 0.284  0.21

As for the charge: +1. Its multiplicity is 3. For the molecular weight, the calculation gives 688.1 g mol⁻¹. The relative energy (zero: lowest compared OMol25 entry of this formula, charge and spin) is 0.8703 eV. The frontier orbital gap (spin up / spin down) comes out at 6.6005 / 6.9360 eV.

***

No. 6
Below is 3 unconnected molecules or ions with the total composition C3H10NO4 in a non-equilibrium geometry, with properties calculated with ωB97M-V/def2-TZVPD.

Each line ends with the natural charge from an NBO analysis.
Element x y z (Å)
O1 -1.195 0.991 -0.661  -0.68
C1 -1.274 0.315 0.363  0.70
N1 -1.161 -1.025 0.378  -0.68
C2 -0.094 -1.782 -0.466  0.17
O2 1.055 -1.160 -0.587  -0.95
C3 -1.538 1.022 1.696  -0.71
H1 -1.447 -1.519 1.193  0.36
H2 -0.536 -2.074 -1.465  0.10
H3 0.082 -2.691 0.164  0.08
H4 -1.342 2.072 1.519  0.24
H5 -2.595 0.858 1.897  0.21
H6 -0.867 0.615 2.449  0.21
H7 1.728 0.951 0.156  0.48
H8 0.580 1.528 -0.506  0.49
O3 1.436 1.828 -0.145  -1.00
H9 2.350 -0.573 -1.508  0.51
H10 2.189 0.737 -2.141  0.46
O4 2.627 -0.092 -2.335  -1.01

As for the charge: -1. For the molecular weight, the calculation gives 124.1 g mol⁻¹. The relative energy (zero: lowest compared OMol25 entry of this formula, charge and spin) is 1.9872 eV. The frontier orbital gap comes out at 7.4444 eV.

***

> Which formula does entry 3 have?

CH3ClN2O2

***

> What is the charge in the first record?

0

***

> What is the formula in the fourth record?

C27H20FeIN5O4S2